Molecular formula: C30H62BF3O17P2
Method: DFT, ωB97M-V/def2-TZVPD

Each line ends with the Mulliken charge.
CARTESIAN COORDINATES (ANGSTROEM)
C1 -0.5018 1.4399 3.8444  -0.926
B1 -1.0793 -0.0119 3.8122  0.395
O1 -0.3383 -1.0972 4.1942  -0.481
C2 -2.5951 -0.3087 3.3640  -1.012
O2 -3.2147 -0.7141 4.6212  -0.484
C3 -3.1803 -2.0672 4.7004  0.083
O3 -3.0629 -2.6509 5.7371  -0.626
C4 -3.3507 -2.6859 3.3090  2.632
C5 -2.5381 -3.9887 3.1709  -2.162
C6 -1.0953 -4.0184 3.6455  -0.487
O4 -0.7857 -5.4078 3.8633  -0.375
C7 0.5560 -5.6897 3.9196  0.836
C8 0.9596 -6.2736 5.2420  -1.039
O5 1.2863 -5.4904 2.9946  -0.539
C9 -4.8404 -3.0995 3.1365  -1.736
C10 -5.4576 -3.9252 4.2770  -0.161
O6 -5.4451 -5.3083 3.9853  -0.623
C11 -6.9142 -3.5232 4.4493  0.696
F1 -7.6025 -3.6171 3.3053  -0.272
F2 -6.9960 -2.2419 4.8566  -0.262
F3 -7.5323 -4.2742 5.3580  -0.298
C12 -2.9438 -1.4749 2.3836  1.092
P1 -1.6507 -1.7880 1.1186  0.649
O7 -1.9788 -2.9493 0.2554  -0.879
P2 -4.2940 -0.7294 1.3434  0.324
O8 -3.8411 0.4781 0.6143  -0.754
H1 0.1405 1.5750 2.9663  0.283
H2 0.1348 1.5955 4.7218  0.324
H3 -1.2664 2.2162 3.8410  0.309
H4 0.2418 -0.9089 4.9382  0.244
H5 -3.0641 0.6316 3.0703  0.487
H6 -2.5690 -4.2804 2.1197  0.543
H7 -3.0559 -4.7730 3.7214  0.404
H8 -0.9601 -3.4859 4.5873  0.399
H9 -0.3935 -3.6348 2.9050  0.503
H10 0.3822 -7.1791 5.4328  0.304
H11 2.0230 -6.4943 5.2444  0.334
H12 0.7151 -5.5619 6.0323  0.291
H13 -4.9059 -3.7303 2.2464  0.594
H14 -5.4794 -2.2375 2.9649  0.240
H15 -4.9821 -3.7201 5.2374  0.353
H16 -4.8991 -5.7681 4.6258  0.396
H17 -1.6098 -0.5614 0.4446  0.148
H18 -0.4217 -1.8399 1.7924  -0.120
H19 -5.3161 -0.4587 2.2657  0.151
H20 -4.7731 -1.7789 0.5446  0.111
C13 3.4385 2.3484 -1.6295  -0.720
O9 3.3805 0.9401 -1.6290  -0.342
C14 3.1449 0.3686 -0.3585  -0.613
C15 2.1942 -0.8042 -0.4367  -0.462
O10 0.8489 -0.4554 -0.7145  -0.066
C16 0.4859 -0.0517 -2.0253  -0.465
C17 0.4756 -1.1636 -3.0454  -0.400
O11 1.7844 -1.5601 -3.4130  -0.347
C18 1.9186 -2.9434 -3.6436  -0.754
H21 4.3745 2.7119 -1.1909  0.245
H22 3.3863 2.6749 -2.6671  0.277
H23 2.5954 2.7837 -1.0818  0.360
H24 2.7388 1.1179 0.3320  0.338
H25 4.0946 0.0034 0.0567  0.418
H26 2.1659 -1.2510 0.5617  0.367
H27 2.5657 -1.5633 -1.1276  0.175
H28 1.0777 0.7988 -2.3692  0.146
H29 -0.5507 0.2821 -1.9255  0.328
H30 -0.0552 -0.7919 -3.9331  0.431
H31 -0.0885 -2.0118 -2.6381  0.280
H32 1.4589 -3.5297 -2.8401  0.334
H33 2.9840 -3.1667 -3.6750  0.254
H34 1.4689 -3.2407 -4.5983  0.307
C19 5.9076 8.1500 2.6250  -0.785
O12 6.1209 7.7565 1.2900  -0.283
C20 7.0658 8.5488 0.5944  -0.554
C21 7.9555 7.7124 -0.2974  -0.270
O13 8.8933 6.9057 0.3934  -0.433
C22 8.4330 5.7309 1.0376  -0.337
C23 8.0752 4.5956 0.1052  -0.578
O14 6.8642 4.8457 -0.5832  -0.295
C24 6.8428 4.3669 -1.9082  -0.815
H35 5.3228 9.0750 2.6882  0.331
H36 5.3516 7.3518 3.1142  0.231
H37 6.8552 8.2963 3.1554  0.352
H38 7.6885 9.1125 1.2984  0.343
H39 6.5333 9.2689 -0.0418  0.364
H40 8.5651 8.4126 -0.8742  0.390
H41 7.3585 7.1293 -1.0015  0.103
H42 7.6086 5.9395 1.7230  0.148
H43 9.2861 5.3916 1.6305  0.388
H44 7.9673 3.6839 0.7092  0.368
H45 8.8962 4.4382 -0.6040  0.367
H46 7.7545 4.6415 -2.4498  0.407
H47 5.9907 4.8278 -2.4060  0.227
H48 6.7238 3.2778 -1.9391  0.328
C25 -4.8083 -2.7875 -7.8411  -0.767
O15 -4.7531 -2.4137 -6.4849  -0.296
C26 -3.5583 -2.7910 -5.8255  -0.736
C27 -3.0732 -1.7159 -4.8811  0.046
O16 -2.5485 -0.5570 -5.5060  -0.363
C28 -3.4557 0.3662 -6.0824  -0.345
C29 -4.2122 1.2060 -5.0772  -0.577
O17 -5.1972 0.4519 -4.3982  -0.340
C30 -5.3587 0.8013 -3.0415  -0.648
H49 -4.9688 -3.8654 -7.9600  0.323
H50 -5.6472 -2.2583 -8.2903  0.234
H51 -3.8905 -2.5085 -8.3708  0.345
H52 -2.7705 -3.0152 -6.5539  0.379
H53 -3.7448 -3.6972 -5.2336  0.355
H54 -2.2266 -2.1389 -4.3333  0.237
H55 -3.8434 -1.4649 -4.1491  0.089
H56 -4.1426 -0.1187 -6.7793  0.170
H57 -2.8257 1.0534 -6.6529  0.368
H58 -4.6948 2.0312 -5.6196  0.385
H59 -3.5005 1.6384 -4.3638  0.322
H60 -4.3946 0.8743 -2.5265  0.229
H61 -5.9462 0.0136 -2.5721  0.217
H62 -5.8917 1.7523 -2.9278  0.395

relative energy (zero: lowest compared OMol25 entry of this formula, charge and spin) = 0.00 kcal/mol
maximum force = 0.8 eV/Å
E_LUMO = 0.066 eV
highest occupied orbital energy = -9.011 eV